# 1
ORCA calculation (ωB97M-V/def2-TZVPD) on a cluster of 2 separate species, C4H15N2O2 in total in a non-equilibrium geometry.

Last column: Löwdin charge in e.
Element x y z (Å)
O -0.70756 -3.54753 -0.10140  -0.04
H -1.98933 1.75425 -0.14296  0.12
N 1.69296 0.27508 2.19322  0.00
H 0.09701 -1.60624 -0.61158  0.14
H 1.90306 1.76115 0.62902  0.13
H -0.76720 -1.46358 0.77658  0.16
H 0.09179 0.29154 -1.92353  0.12
H -2.28004 0.76659 -1.57550  0.13
H 2.46907 0.79315 2.61910  0.09
C -0.16698 0.87616 -1.05657  -0.12
H -0.01478 -4.05100 -0.54970  0.07
C -1.58111 1.49770 -1.12927  -0.26
O -1.70037 2.72293 -1.81478  -0.04
H 0.94615 0.75550 2.69314  0.07
H 2.39613 0.25384 0.22965  0.13
C 1.58357 0.73341 0.78323  -0.22
N 0.10802 -1.21589 0.32284  0.20
H 0.46557 1.76614 -1.24833  0.13
H -1.19870 -4.16136 0.46024  0.08
C 0.21136 0.28849 0.29153  -0.29
H -1.85729 2.56680 -2.75264  0.10
H 0.83751 -1.67491 0.88195  0.16
H -0.53885 0.61776 1.02574  0.15

Cartesian forces, eV/Å:
0.1 -0.3 0.0
0.4 -0.4 0.1
0.1 1.3 0.0
-0.1 -0.2 -0.1
-1.1 0.5 0.0
0.0 -0.4 -0.3
-0.2 -0.8 -0.2
0.1 0.2 0.2
0.3 -0.8 -0.2
0.2 2.2 -0.3
-0.3 -0.3 0.2
-1.3 -0.7 -0.1
0.6 -0.1 -0.4
-0.4 -0.3 0.0
-0.2 -0.6 -0.2
1.0 -1.1 0.6
0.1 0.8 0.5
0.0 -0.3 0.5
0.2 -0.1 -0.3
0.2 1.1 0.0
0.1 0.1 0.1
0.1 0.3 0.0
0.3 0.0 -0.1

Computed properties:
**Kohn-Sham gap**: 10.7 eV
**E_LUMO**: -0.1162 Eh
**HOMO energy**: -13.82 eV
**Charge**: +1
**ΔE to the lowest compared entry with this formula, charge and spin**: 1.671 eV



# 2
ORCA calculation (ωB97M-V/def2-TZVPD) on a structure of composition C13H12Br4Cl2MgNNa2O13PSV in a non-equilibrium geometry.

Last column: Löwdin charge in e.
Element x y z (Å)
O 9.41045 2.37995 4.29298  -0.14
H 1.27119 -0.53730 3.14207  -0.09
O 8.98273 3.99634 2.41936  -0.20
H 4.51048 0.68272 1.68673  0.06
H 6.35690 -0.88192 -2.10031  -0.12
C 2.40868 1.38643 2.31141  -0.66
P 8.55302 2.66050 3.04789  -0.09
O -1.53462 -1.85140 -0.43341  -0.72
H -7.44709 -1.76993 -5.25699  0.10
C 3.42713 0.23696 1.71974  -0.37
Mg 4.95291 -2.48712 -1.73155  0.42
H -3.72156 -2.75124 -7.17905  0.10
C -0.75023 1.89601 0.83250  -0.21
C -5.70419 -1.98795 -4.01511  -0.14
H 5.94115 0.81652 -2.46988  0.04
Br 3.38176 2.13633 3.94850  0.53
C -4.30770 -2.53245 -6.29371  -0.09
O -3.77992 1.05130 2.06727  0.08
O -6.33505 0.20942 4.19692  -0.20
H -6.16816 -2.26657 -7.34663  0.10
O 0.06224 2.03185 -0.17606  -0.05
O 8.74652 1.52782 2.02654  -0.35
S -7.04705 1.07050 3.23529  0.25
H 2.19837 2.26611 1.57428  0.09
Cl 4.22416 -0.28542 -1.28045  0.47
O -8.44188 1.25193 3.67697  -0.24
H 3.02938 -0.15166 0.67880  0.01
Br -1.81099 -1.67798 3.26074  0.75
Br 2.85291 -1.78231 3.29374  0.31
H -6.21800 -1.77381 -3.08213  0.11
C -3.71581 -2.51632 -5.04089  -0.15
C 1.07289 0.54790 2.76038  -0.59
O 7.07182 2.73838 3.45320  -0.16
C -2.61900 0.95052 1.48213  -0.29
O -2.18394 2.13499 0.74082  0.06
V -3.07992 -2.65369 -0.19949  0.88
C -6.38499 -1.98436 -5.22193  -0.08
H 3.33890 -0.68512 2.45229  -0.43
C -1.54964 0.01216 2.18324  -0.41
C -0.30318 0.82576 1.95833  -0.12
C 5.90944 0.03430 -1.70757  -1.05
C -5.66911 -2.26173 -6.38197  -0.09
N -4.38409 -2.24872 -3.89759  0.06
Na -0.74709 3.06621 -2.15822  0.84
Cl 6.83289 0.56712 -0.29739  0.60
Na 9.45291 0.49137 -0.89047  0.63
O -4.62522 -3.45598 0.03444  -0.68
O -7.03158 0.43765 1.90393  -0.21
Br 0.60783 1.47709 4.53662  0.54
O -6.37990 2.38327 3.16321  -0.23
H -2.65674 -2.72442 -4.91953  0.10

Cartesian forces, eV/Å:
-0.8 0.7 -0.4
-0.6 1.8 -1.3
0.2 -0.6 0.5
-2.0 -0.7 -0.3
0.1 -0.2 -0.1
0.6 -1.9 -1.0
0.1 -0.4 -0.8
-2.3 -0.9 0.2
0.1 0.0 0.0
0.1 3.8 -2.2
0.2 -2.4 -0.3
0.0 0.0 0.1
2.9 -3.1 -2.9
0.8 -0.1 0.4
-0.2 -0.1 0.2
0.6 -0.1 -1.9
-0.3 0.1 0.0
6.1 -0.9 -4.4
0.2 0.1 -0.5
0.1 0.0 0.1
-4.0 1.3 3.7
-0.1 0.2 -0.6
-0.2 0.4 0.2
0.2 -1.6 1.7
0.1 1.5 -0.2
0.3 0.1 -0.5
0.6 1.0 2.3
0.2 2.9 -1.9
-1.5 -6.9 4.7
0.0 -0.1 -0.1
-0.4 0.2 0.9
-1.2 2.9 0.4
0.9 -0.3 0.3
-6.8 0.4 6.7
4.0 -2.9 0.9
-1.2 -0.4 0.3
0.2 -0.1 -0.3
1.7 3.9 -2.9
3.8 3.8 -2.3
-3.5 -2.5 1.1
0.0 1.2 -0.3
0.0 0.0 0.0
-0.4 0.0 -0.9
0.1 -0.5 0.7
0.0 0.0 0.2
-0.2 0.2 0.9
3.3 1.6 -0.6
-0.1 -0.3 0.3
-1.8 -0.9 -0.4
-0.2 -0.3 0.3
-0.1 0.0 0.0

Computed properties:
**Kohn-Sham gap**: 1.5 eV
**E_LUMO**: -0.0954 Eh
**HOMO energy**: -4.14 eV
**Charge**: -1